(A)
Below is 3 unconnected molecules or ions with the total composition C4H12O3, with properties calculated with ωB97M-V/def2-TZVPD.

Last column: Mulliken charge in e.
Element x y z (Å)
1 C 0.0801 2.0396 -0.2483  -1.38
2 C -0.0360 0.5444 -0.1400  -0.10
3 C 1.3615 -0.0730 0.1273  -0.71
4 C 1.2985 -1.5621 0.2799  0.01
5 O 0.2672 -2.1152 0.5599  -0.48
6 H -0.9105 2.5171 -0.4669  0.34
7 H 0.6686 2.4420 -1.0783  0.36
8 H 0.2465 2.5380 0.7115  0.33
9 H -0.4212 0.0580 -1.0320  0.33
10 H -0.6609 0.3108 0.7109  0.26
11 H 1.7831 0.4301 0.9893  0.34
12 H 2.1036 0.1805 -0.6627  0.38
13 H 2.2619 -2.0909 0.1129  0.34
14 O -1.7664 -0.7034 -3.5423  -0.64
15 H -1.7052 0.2582 -3.6999  0.32
16 H -2.6503 -0.7719 -3.1885  0.32
17 O -0.4296 1.1826 3.0881  -0.62
18 H -0.1524 0.3028 2.7818  0.30
19 H -1.0307 0.9712 3.8279  0.31

Properties
structure (SMILES): CCCC=O.O.O
HOMO energy: -9.84 eV
orbital gap: 10.57 eV
LUMO energy: 0.7 eV


(B)
Below is a molecular structure, C4H12O3, with properties calculated with ωB97M-V/def2-TZVPD.

Last column: Mulliken charge in e.
Element x y z (Å)
1 C 0.3215 -1.0165 0.6164  -0.34
2 O 2.8145 -0.0848 -0.3332  -0.70
3 C 0.2866 -0.8388 -1.0313  -0.18
4 C -0.4383 -1.8942 -0.2698  -0.32
5 C -2.5807 1.2570 0.1752  -0.63
6 O -1.9737 0.0833 -0.1409  -0.36
7 H -0.0813 -0.0896 0.9977  0.26
8 H 1.0323 -1.4928 1.2776  0.26
9 H 3.6619 0.3064 -0.6654  0.23
10 H -0.0528 0.1952 -1.0918  0.23
11 H 1.0112 -1.0905 -1.7973  0.31
12 H -0.1416 -2.8981 -0.5547  0.32
13 H -1.5187 -1.8017 -0.4780  0.21
14 H -2.0245 1.8562 0.9120  0.28
15 H -2.7806 1.8882 -0.7069  0.25
16 H -3.5562 0.9897 0.6106  0.29
17 H 2.2781 0.7615 0.3428  0.40
18 H 2.0962 2.3578 1.1545  0.22
19 O 1.6458 1.5117 0.9824  -0.73

Properties
HOMO energy: -8.58 eV
orbital gap: 4.15 eV
LUMO energy: -4.4 eV


(C)
Below is 2 unconnected molecules or ions with the total composition C4H12O3, with properties calculated with ωB97M-V/def2-TZVPD.

Last column: Mulliken charge in e.
Element x y z (Å)
1 O 0.7321 2.3437 -1.8916  -0.57
2 C 0.7130 1.1731 -1.0082  -0.18
3 C -0.7549 0.7852 -0.6911  -0.47
4 C -1.0344 -0.1452 0.5550  -0.44
5 C 0.0642 -0.4875 1.5976  -0.79
6 O 0.1835 0.5138 2.5473  -0.53
7 H 0.3445 2.1835 -2.7799  0.30
8 H 1.3071 1.5403 -0.1149  0.16
9 H 1.3224 0.3419 -1.4826  0.20
10 H -1.1383 1.8882 -0.7526  0.31
11 H -1.2174 0.2031 -1.4312  0.24
12 H -1.8724 0.2637 1.0857  0.32
13 H -1.3577 -1.1504 0.2364  0.49
14 H -0.2577 -1.4978 2.0314  0.27
15 H 1.0297 -0.7570 1.1466  0.36
16 H 0.8041 1.1803 2.0653  0.34
17 O 0.2857 -2.7977 -0.7534  -0.65
18 H 0.0006 -3.4460 -0.0985  0.32
19 H 0.8462 -2.1352 -0.2613  0.31

Properties
structure (SMILES): OCCCCO.O
HOMO energy: -10.30 eV
orbital gap: 10.91 eV
LUMO energy: 0.6 eV


Most stable pick: (A). Distance to second place: 105.4 kJ/mol.


(A)
Below is C5H5NO2 in the gas phase, with properties calculated with ωB97M-V/def2-TZVPD.

Last column: Mulliken charge in e.
Element x y z (Å)
1 O -2.0281 1.7888 -0.1641  -0.56
2 C -1.3145 0.7680 -0.1518  0.32
3 C -0.8711 -0.4138 -1.0603  -0.72
4 C 0.2176 -0.7310 0.1201  0.26
5 C 1.7618 -0.5533 0.0451  -0.25
6 N 2.0118 0.8048 0.1661  -0.20
7 O 0.9264 1.3964 0.7567  -0.19
8 C -0.2299 0.5457 0.9044  -0.11
9 H -1.9350 -0.9662 -1.0754  0.24
10 H -0.8991 -0.3264 -2.2251  0.29
11 H -0.0398 -1.7888 0.6133  0.31
12 H 2.8069 -1.2923 0.0260  0.29
13 H -0.4071 0.7682 2.0450  0.30

Properties
structure (SMILES): O=C1C[C@H]2C=NO[C@@H]12
HOMO energy: -9.47 eV
orbital gap: 9.71 eV
LUMO energy: 0.2 eV


(B)
Below is a molecular structure, C5H5NO2, with properties calculated with ωB97M-V/def2-TZVPD.

Last column: Mulliken charge in e.
Element x y z (Å)
1 C -0.3885 0.5493 0.9398  0.24
2 C -0.3514 -1.2383 0.0491  -0.15
3 C -0.3107 -0.7104 -1.4159  -0.45
4 C 0.6562 0.1415 -1.6376  -0.26
5 C 0.7437 -0.3494 0.5402  0.28
6 H -2.0624 0.2638 -0.1409  0.30
7 H -0.3216 -2.2683 0.1825  0.42
8 H -1.2725 -1.0153 -1.9903  0.37
9 H 0.7765 1.1245 -2.4955  0.26
10 H 1.6111 -0.4714 1.2823  0.31
11 N -1.3123 -0.5120 1.0288  -0.52
12 O -0.4896 1.6672 1.0877  -0.44
13 O 1.5346 0.2821 -0.4494  -0.38

Properties
HOMO energy: -9.54 eV
orbital gap: 9.07 eV
LUMO energy: -0.5 eV


(C)
Below is C5H5NO2 in the gas phase, with properties calculated with ωB97M-V/def2-TZVPD.

Last column: Mulliken charge in e.
Element x y z (Å)
1 C -1.9629 -1.0021 -0.0835  -0.78
2 C -0.6099 -0.4482 0.1467  0.57
3 N 0.6100 -1.0393 0.0727  -0.51
4 C 1.8093 -0.4014 0.1579  0.61
5 O 2.8827 -1.0335 0.0429  -0.62
6 C 1.5896 0.8831 -0.1241  -0.30
7 C 0.4068 1.5322 0.0343  -0.03
8 O -0.7646 0.9961 0.2082  -0.27
9 H -1.9196 -2.1301 -0.6967  0.27
10 H -2.8079 -0.3628 -0.5895  0.29
11 H -2.0770 -1.0468 1.1922  0.23
12 H 2.6434 1.4164 -0.1306  0.23
13 H 0.2002 2.6362 -0.2305  0.32

Properties
structure (SMILES): Cc1nc(=O)cco1
HOMO energy: -9.73 eV
orbital gap: 9.78 eV
LUMO energy: 0.1 eV


Most stable pick: (C). Distance to second place: 197.6 kJ/mol.


(A)
Below is a molecular structure, C8H11N2, with properties calculated with ωB97M-V/def2-TZVPD.

Last column: Mulliken charge in e.
Element x y z (Å)
1 C -1.3610 0.1306 1.7836  -0.55
2 C -0.0494 0.3921 2.0349  0.62
3 C -0.2185 -0.0519 -0.1048  -0.56
4 C 0.4955 -2.2745 -2.1199  -0.63
5 C -0.1153 1.3383 -2.4824  -0.74
6 C 0.5940 -1.0726 -2.6796  -0.20
7 C 0.0912 0.1131 -2.0905  0.69
8 C 0.5353 0.8376 3.3198  -1.17
9 N -1.4321 -0.1053 0.4190  0.08
10 N 0.6676 0.3127 0.8604  0.02
11 H -2.2060 0.1683 2.4164  0.47
12 H 0.9288 -3.2100 -2.4718  0.32
13 H 0.3689 -2.5008 -1.0557  0.23
14 H -0.1525 1.7676 -3.4976  0.33
15 H -0.5621 2.1783 -1.8920  0.27
16 H 0.9253 -0.9469 -3.7956  0.27
17 H 1.2589 0.0742 3.6946  0.32
18 H 0.9811 1.7694 3.1282  0.37
19 H -0.2683 0.9975 3.9897  0.33
20 H -2.1590 -0.3282 -0.2585  0.27
21 H 1.6777 0.4104 0.8020  0.27

Properties
HOMO energy: -13.17 eV
total charge: +1
orbital gap: 9.97 eV
LUMO energy: -3.2 eV


(B)
Below is a gas-phase ion, C8H11N2 (charge +1), with properties calculated with ωB97M-V/def2-TZVPD.

Last column: Mulliken charge in e.
Element x y z (Å)
1 C -3.4743 0.0094 0.8496  0.09
2 C -2.2737 0.0933 0.6290  -1.01
3 C -0.6120 -0.1279 0.2380  -0.01
4 C -0.0734 -1.2806 -0.2047  0.96
5 C -0.8875 -2.5663 -0.3201  -1.21
6 N 1.2241 -1.4403 -0.4584  -0.44
7 C 2.0610 -0.6512 0.0225  -0.21
8 C 1.7101 0.6055 0.8396  -0.37
9 N 0.2713 0.9864 0.3968  0.10
10 C 0.4132 1.7919 -0.8455  -0.93
11 H -4.4301 0.0587 1.3721  0.42
12 H -0.2003 -3.3028 -0.7917  0.35
13 H -1.7826 -2.3030 -0.9085  0.35
14 H -1.2077 -2.9611 0.5857  0.36
15 H 3.1096 -0.8228 -0.3069  0.37
16 H 1.8140 0.3451 1.8347  0.36
17 H 2.4649 1.4080 0.6389  0.32
18 H -0.2196 1.6922 0.9290  0.39
19 H 1.0366 1.1821 -1.5309  0.41
20 H -0.6185 1.9946 -1.2884  0.34
21 H 0.7758 2.8216 -0.7364  0.36

Properties
structure (SMILES): C#CC1=C(C)N=CC[N@H+]1C
HOMO energy: -13.38 eV
total charge: +1
orbital gap: 9.03 eV
LUMO energy: -4.3 eV


Most stable pick: (A). Distance to second place: 218.2 kJ/mol.


(A)
Below is a molecular structure, C19H15BF4IrN3O2S, with properties calculated with ωB97M-V/def2-TZVPD.

Last column: Mulliken charge in e.
Element x y z (Å)
1 Ir -0.4542 0.2591 0.4984  1.48
2 O -1.5101 0.6280 -1.1667  -0.85
3 C -1.0673 0.9298 -2.3361  1.07
4 C -1.9400 1.5747 -3.2470  -0.48
5 C -1.4915 1.9066 -4.4871  -0.42
6 C -0.1619 1.6108 -4.9119  -0.59
7 C 0.6994 0.9949 -4.0681  -0.95
8 C 0.2798 0.6337 -2.7507  0.42
9 C 1.1379 -0.0828 -1.9306  -0.10
10 N 0.8837 -0.4568 -0.6747  0.35
11 N 1.7615 -1.3580 -0.1689  -0.87
12 C 1.3502 -1.7485 1.0219  0.53
13 O 0.2495 -1.2696 1.5202  -0.65
14 C 2.1333 -2.6949 1.8212  0.50
15 C 3.1759 -3.4113 1.2373  -0.36
16 C 3.9489 -4.2512 2.0198  -0.67
17 C 3.6875 -4.3741 3.3780  -0.39
18 C 2.6385 -3.6717 3.9570  -0.75
19 C 1.8565 -2.8351 3.1797  -0.34
20 H -2.9427 1.7959 -2.9089  0.49
21 H -2.1554 2.4166 -5.1728  0.41
22 H 0.1490 1.8805 -5.9111  0.42
23 H 1.7148 0.7739 -4.3708  0.40
24 H 2.0764 -0.4571 -2.3225  0.49
25 H 3.3655 -3.3127 0.1776  0.45
26 H 4.7556 -4.8136 1.5698  0.41
27 H 4.2991 -5.0266 3.9869  0.40
28 H 2.4322 -3.7795 5.0134  0.41
29 H 1.0324 -2.2863 3.6162  0.49
30 F -3.6197 2.5802 0.5749  -0.28
31 B -2.4905 2.2989 1.2356  0.70
32 F -2.3421 0.7782 1.3922  -0.61
33 F -1.3021 2.5940 0.5188  -0.39
34 F -2.4047 2.7677 2.5297  -0.34
35 S 1.0471 1.3314 1.8269  -0.46
36 C 0.6303 1.0326 3.4936  0.89
37 N -0.6491 0.9582 3.9021  0.22
38 C -1.0164 0.7693 5.1836  -0.24
39 C -0.0655 0.6434 6.1582  -0.67
40 C 1.2773 0.7224 5.7831  -0.18
41 C 1.6252 0.9130 4.4625  -0.68
42 H -1.3915 1.1319 3.2257  -0.03
43 H -2.0801 0.7356 5.3680  0.45
44 H -0.3612 0.4961 7.1855  0.45
45 H 2.0533 0.6228 6.5304  0.44
46 H 2.6591 0.9663 4.1532  0.44

Properties
HOMO energy (spin up / spin down): -11.46 / -11.84 eV
total charge: +1
orbital gap (spin up / spin down): 6.98 / 5.86 eV
LUMO energy (spin up / spin down): -4.5 / -6.0 eV
spin multiplicity: 2


(B)
Below is a molecular structure, C19H15BF4IrN3O2S, with properties calculated with ωB97M-V/def2-TZVPD.

Last column: Mulliken charge in e.
Element x y z (Å)
1 Ir -0.2417 -0.4037 0.6032  1.75
2 O 1.7007 -0.6719 0.4874  -0.73
3 C 2.6912 0.0601 0.1269  0.93
4 C 4.0000 -0.4917 0.2252  -0.64
5 C 5.0836 0.2226 -0.1716  -0.47
6 C 4.9557 1.5527 -0.6809  -0.60
7 C 3.7324 2.1121 -0.7805  -1.02
8 C 2.5560 1.3931 -0.3772  0.72
9 C 1.3402 2.0259 -0.4571  -0.30
10 N 0.1756 1.5186 -0.0126  0.52
11 N -0.8460 2.3288 -0.1449  -0.91
12 C -1.9624 1.8080 0.4586  0.77
13 O -1.8779 0.7541 1.1459  -0.87
14 C -3.2205 2.5132 0.3031  0.55
15 C -3.2818 3.7345 -0.3713  -0.16
16 C -4.5037 4.3604 -0.5350  -0.73
17 C -5.6564 3.7728 -0.0304  -0.31
18 C -5.5967 2.5564 0.6417  -0.73
19 C -4.3816 1.9252 0.8124  -0.46
20 H 4.0902 -1.4957 0.6176  0.44
21 H 6.0677 -0.2231 -0.1060  0.41
22 H 5.8369 2.1028 -0.9787  0.42
23 H 3.6174 3.1190 -1.1610  0.40
24 H 1.2881 3.0269 -0.8697  0.46
25 H -2.3752 4.1849 -0.7494  0.44
26 H -4.5583 5.3066 -1.0553  0.41
27 H -6.6104 4.2675 -0.1579  0.40
28 H -6.5014 2.1025 1.0227  0.41
29 H -4.3107 0.9780 1.3287  0.44
30 F -2.1298 -1.3649 -0.3345  -0.48
31 B -1.9836 -0.8371 -1.6993  0.52
32 F -0.5459 -0.5289 -1.7032  -0.44
33 F -2.2665 -1.7929 -2.6102  -0.30
34 F -2.6759 0.3369 -1.7989  -0.28
35 S -0.1099 -2.0657 2.2511  -0.43
36 C 0.7821 -3.2528 1.3430  0.33
37 N 1.7612 -3.9209 1.9902  0.00
38 C 2.5565 -4.8526 1.4163  -0.31
39 C 2.3843 -5.1709 0.1032  -0.55
40 C 1.3486 -4.5416 -0.6019  -0.42
41 C 0.5492 -3.6045 0.0116  -0.28
42 H 1.9040 -3.6885 2.9661  0.26
43 H 3.3026 -5.3078 2.0507  0.42
44 H 3.0235 -5.9040 -0.3647  0.45
45 H 1.1659 -4.7975 -1.6374  0.46
46 H -0.2773 -3.1469 -0.5161  0.51

Properties
HOMO energy (spin up / spin down): -11.29 / -11.24 eV
total charge: +1
orbital gap (spin up / spin down): 5.29 / 5.31 eV
LUMO energy (spin up / spin down): -6.0 / -5.9 eV
spin multiplicity: 2


Most stable pick: (A). Distance to second place: 172.2 kJ/mol.


(A)
Below is 3 unconnected molecules or ions with the total composition C5H9NO3, with properties calculated with ωB97M-V/def2-TZVPD.

Last column: Mulliken charge in e.
Element x y z (Å)
1 O 2.4506 0.7246 2.2968  -0.52
2 C 3.2063 0.0952 1.2864  -0.76
3 C 2.5876 0.2376 -0.0843  0.27
4 C 2.8940 -0.7592 -1.1597  -0.91
5 C 1.5251 -0.7460 -0.5324  0.72
6 O 1.1683 -1.7572 0.3553  -0.54
7 C 0.3773 -0.2391 -1.3074  0.15
8 N -0.0785 -0.0294 -2.4198  -0.71
9 H 1.7656 0.1075 2.5925  0.32
10 H 4.1949 0.5763 1.2712  0.35
11 H 3.3634 -0.9702 1.5202  0.31
12 H 2.4225 1.2669 -0.4093  0.32
13 H 2.9868 -0.4166 -2.1894  0.33
14 H 3.5170 -1.6130 -0.8866  0.24
15 H 1.2606 -2.6207 -0.0602  0.38
16 O -0.7217 1.2230 -0.6215  -0.78
17 H -0.6309 0.9158 0.2963  0.30
18 H -0.9221 1.0515 -1.9567  0.54

Properties
HOMO energy: -9.14 eV
orbital gap: 9.53 eV
LUMO energy: 0.4 eV


(B)
Below is 2 unconnected molecules or ions with the total composition C5H9NO3, with properties calculated with ωB97M-V/def2-TZVPD.

Last column: Mulliken charge in e.
Element x y z (Å)
1 C 0.4614 -1.7222 1.1435  -0.59
2 O 0.3162 -1.5451 -0.2499  -0.29
3 C 1.0929 -0.8151 -1.1296  0.75
4 O 2.1390 -0.3293 -0.7444  -0.57
5 O 1.0048 -1.4457 -2.3328  -0.47
6 H 0.5356 -2.8063 1.2620  0.29
7 H 1.2261 -1.2082 1.7244  0.29
8 H -0.5369 -1.3841 1.4604  0.20
9 H 1.8573 -1.3623 -2.7835  0.34
10 C -2.1587 1.1086 0.3989  -1.21
11 C -0.8880 1.1435 -0.4317  -0.40
12 C 0.1918 1.6818 0.1491  0.53
13 N 1.2050 2.2289 0.4906  -0.54
14 H -2.9778 1.6223 -0.1031  0.34
15 H -2.4644 0.0967 0.6616  0.25
16 H -2.0191 1.6095 1.3571  0.36
17 H -1.0691 1.3918 -1.4706  0.38
18 H 2.0838 1.7349 0.5980  0.34

Properties
structure (SMILES): COC(=O)O.CC=C=N
HOMO energy: -8.49 eV
orbital gap: 9.02 eV
LUMO energy: 0.5 eV


(C)
Below is 2 unconnected molecules or ions with the total composition C5H9NO3, with properties calculated with ωB97M-V/def2-TZVPD.

Last column: Mulliken charge in e.
Element x y z (Å)
1 C -2.2673 -0.9008 -0.2967  0.04
2 C -1.7273 0.1106 0.3086  -0.06
3 C 0.3907 0.9957 -0.0581  0.56
4 C 2.7162 0.7503 0.1195  -0.88
5 C 1.0442 -1.2749 -0.3276  -0.87
6 N 1.3467 0.2056 -0.0990  0.00
7 O 0.2878 2.1609 0.1864  -0.61
8 O -3.6585 -0.9921 -0.2945  -0.56
9 O -2.3016 1.2073 0.9607  -0.51
10 H -1.7580 -1.4795 -1.0340  0.27
11 H 3.3655 -0.1357 0.4798  0.29
12 H 2.9250 1.0104 -0.9248  0.35
13 H 2.6687 1.5785 0.8413  0.31
14 H 0.4770 -1.1989 -1.2785  0.29
15 H 1.9712 -1.9139 -0.3738  0.31
16 H 0.3617 -1.6180 0.4000  0.38
17 H -4.1232 -0.4569 0.4543  0.34
18 H -1.7189 1.9516 0.9363  0.35

Properties
HOMO energy (spin up / spin down): -8.13 / -8.13 eV
orbital gap (spin up / spin down): 8.70 / 8.70 eV
LUMO energy (spin up / spin down): 0.6 / 0.6 eV


Most stable pick: (B). Distance to second place: 180.7 kJ/mol.